Record 1
A cluster of 8 separate species, C28H60NO14S7 in total at a distorted geometry, computed with ωB97M-V/def2-TZVPD.

Computed properties:
Charge: +1
M (g/mol): 859.3
Orbital gap (eV): 9.9
Energy relative to the best compared isomer or geometry (same formula, charge and spin) (eV): 2.1280

Each line ends with the Löwdin charge.
Atoms and positions in Å:
N: 0.653 0.491 -0.501  0.303
H: -0.200 0.038 -0.847  0.113
H: 1.241 1.015 -1.043  0.045
H: 1.504 0.025 -0.191  0.074
H: 0.439 1.192 0.372  0.163
C: -1.584 -5.913 1.074  -0.141
C: -1.730 -4.705 2.110  -0.178
C: -0.477 -3.776 1.969  -0.210
S: 0.249 -4.036 0.365  0.656
O: 1.536 -4.613 0.640  -0.311
O: 0.219 -2.875 -0.500  -0.326
C: -0.981 -5.251 -0.174  -0.210
H: -2.585 -6.366 1.233  0.133
H: -0.775 -6.499 1.337  0.081
H: -1.860 -4.924 3.052  0.044
H: -2.611 -4.073 1.903  0.098
H: 0.124 -3.776 2.929  0.136
H: -0.934 -2.753 1.727  0.093
H: -0.546 -5.921 -0.904  0.102
H: -1.704 -4.756 -0.717  0.061
C: 3.696 -4.795 -2.637  -0.245
C: 2.198 -4.452 -3.065  -0.182
C: 2.086 -2.907 -3.048  -0.226
S: 3.472 -2.247 -2.103  0.613
O: 2.958 -1.493 -0.996  -0.312
O: 4.376 -1.738 -3.021  -0.297
C: 4.168 -3.839 -1.666  -0.254
H: 4.185 -4.540 -3.585  0.116
H: 3.942 -5.816 -2.644  0.100
H: 1.510 -5.091 -2.229  0.145
H: 1.926 -4.907 -4.059  0.115
H: 0.940 -2.601 -2.723  0.141
H: 2.083 -2.508 -4.001  0.059
H: 3.646 -3.633 -0.658  0.104
H: 5.326 -3.795 -1.458  0.163
C: -1.786 6.284 0.952  -0.262
C: -0.955 6.963 2.114  -0.090
C: 0.041 5.776 2.524  -0.195
S: -0.722 4.261 2.190  0.623
O: -1.065 3.756 3.479  -0.314
O: -0.050 3.484 1.270  -0.270
C: -2.210 5.066 1.463  -0.266
H: -1.177 6.331 0.093  0.106
H: -2.620 7.090 0.655  0.175
H: -1.733 7.091 2.953  0.146
H: -0.481 7.806 1.949  0.052
H: 0.568 5.802 3.284  0.021
H: 0.861 5.790 1.983  0.061
H: -2.965 4.965 2.305  0.143
H: -2.639 4.338 0.753  0.112
C: -4.237 -1.105 3.437  -0.159
C: -3.025 -0.517 4.258  -0.209
C: -2.671 0.815 3.567  -0.232
S: -2.664 0.416 1.845  0.561
O: -1.375 -0.010 1.533  -0.291
O: -3.246 1.470 1.127  -0.294
C: -3.814 -0.938 1.875  -0.213
H: -4.939 -0.188 3.496  0.137
H: -4.439 -2.143 3.630  0.099
H: -2.103 -1.121 4.173  0.103
H: -3.265 -0.505 5.399  0.149
H: -1.845 1.303 3.899  0.050
H: -3.469 1.490 3.705  0.094
H: -3.359 -1.998 1.865  0.104
H: -4.613 -0.615 1.164  0.099
C: 2.506 2.729 4.768  -0.211
C: 2.383 1.486 5.477  -0.257
C: 1.817 0.447 4.459  -0.222
S: 2.877 0.721 3.157  0.634
O: 2.129 0.350 1.910  -0.365
O: 4.120 0.057 3.290  -0.275
C: 3.156 2.434 3.274  -0.150
H: 3.099 3.152 5.384  0.031
H: 1.409 3.328 4.746  0.175
H: 1.625 1.802 6.315  0.169
H: 3.418 1.386 5.787  0.129
H: 0.857 0.790 3.918  0.135
H: 1.900 -0.586 4.896  0.140
H: 2.954 2.991 2.278  0.144
H: 4.120 2.537 3.305  0.023
C: 4.320 1.920 -5.921  -0.178
C: 4.276 3.328 -5.231  -0.166
C: 3.488 3.075 -3.917  -0.254
S: 2.254 1.947 -4.396  0.641
O: 1.354 2.734 -5.225  -0.306
O: 1.829 1.225 -3.201  -0.344
C: 3.283 1.001 -5.338  -0.291
H: 5.255 1.399 -5.596  0.132
H: 4.082 2.067 -7.036  0.148
H: 3.562 3.951 -5.735  0.094
H: 5.198 3.882 -4.949  0.127
H: 2.866 3.903 -3.465  0.134
H: 3.942 2.631 -3.113  0.069
H: 2.713 0.370 -5.992  0.114
H: 3.582 0.282 -4.487  0.120
C: -5.151 -0.610 -2.185  -0.249
C: -5.057 -1.653 -3.183  -0.250
C: -3.760 -2.418 -3.062  -0.181
S: -2.637 -1.270 -2.210  0.629
O: -1.406 -0.957 -2.917  -0.321
O: -2.560 -1.608 -0.836  -0.333
C: -3.785 0.094 -2.192  -0.248
H: -5.458 -0.743 -1.089  0.133
H: -5.706 0.353 -2.368  0.136
H: -5.166 -1.209 -4.142  0.126
H: -5.864 -2.235 -3.195  0.081
H: -3.225 -2.511 -4.054  0.122
H: -3.807 -3.388 -2.392  0.150
H: -3.749 0.746 -3.149  0.143
H: -3.534 0.747 -1.269  0.119

Atoms 1-2, force components in eV/Å:
-0.68 2.07 5.27
0.89 -0.29 -0.21

---

Record 2
A structure of composition C28H61AlCl2NO12P2 at a distorted geometry, computed with ωB97M-V/def2-TZVPD.

Computed properties:
Charge: -1
M (g/mol): 763.6
Orbital gap (eV): 7.1
Energy relative to the best compared isomer or geometry (same formula, charge and spin) (eV): 0.0000

Each line ends with the Löwdin charge.
Atoms and positions in Å:
C: 3.677 -3.870 -1.828  -0.081
C: 3.808 -3.987 -3.367  -0.144
C: 3.880 -2.615 -4.006  -0.530
O: 4.768 -1.847 -3.719  0.104
O: 2.917 -2.286 -4.897  -0.035
C: 1.609 -2.037 -4.266  -0.254
C: 1.570 -1.021 -3.167  -0.207
Al: -0.263 -1.187 -2.288  0.197
N: -0.182 -2.698 -1.182  -0.034
C: -1.755 -1.232 -3.647  -0.220
C: -2.592 -2.531 -3.665  -0.285
C: -3.998 -2.332 -3.082  -0.232
C: -4.925 -1.663 -4.106  -0.188
C: -6.440 -1.649 -3.764  -0.156
C: -6.755 -2.167 -2.373  -0.199
O: -8.158 -1.922 -2.114  0.000
C: -8.601 -2.130 -0.861  -0.541
C: -7.894 -3.161 -0.009  0.005
O: -9.557 -1.530 -0.450  0.100
C: -0.524 0.424 -1.011  -0.702
Cl: -2.278 0.892 -0.886  0.518
C: 0.327 1.643 -1.430  -0.794
C: -0.172 3.000 -0.911  -0.182
Cl: 1.964 1.372 -0.736  0.664
H: 2.681 -4.153 -1.494  0.062
H: 3.903 -2.857 -1.506  0.069
H: 4.398 -4.532 -1.349  0.061
H: 4.768 -4.462 -3.573  0.108
H: 3.026 -4.613 -3.793  0.105
H: 1.159 -2.989 -3.954  0.106
H: 0.988 -1.681 -5.087  0.105
H: 1.688 -0.010 -3.568  0.054
H: 2.287 -1.208 -2.367  0.040
H: -0.383 -2.521 -0.205  -0.027
H: -0.734 -3.491 -1.481  -0.037
H: -2.416 -0.386 -3.430  0.016
H: -1.348 -1.045 -4.648  0.042
H: -2.708 -2.859 -4.706  0.093
H: -2.114 -3.363 -3.142  0.071
H: -4.387 -3.323 -2.828  0.105
H: -3.936 -1.696 -2.197  0.103
H: -4.572 -0.645 -4.276  0.106
H: -4.798 -2.181 -5.059  0.103
H: -6.942 -2.303 -4.479  0.109
H: -6.855 -0.647 -3.865  0.113
H: -6.152 -1.683 -1.608  0.130
H: -6.601 -3.246 -2.369  0.116
H: -7.620 -4.039 -0.595  0.081
H: -6.974 -2.756 0.410  0.092
H: -8.568 -3.490 0.774  0.084
H: -0.210 0.154 -0.001  0.022
H: 0.362 1.678 -2.518  0.084
H: -0.906 3.429 -1.589  0.065
H: -0.613 2.882 0.077  0.058
H: 0.684 3.670 -0.823  0.044
O: -0.971 -3.344 3.083  -0.207
P: -1.421 -3.334 4.476  0.409
O: -3.006 -3.291 4.621  -0.173
C: -3.797 -4.357 4.080  -0.266
C: -3.827 -5.571 4.989  -0.082
O: -1.081 -1.878 5.083  -0.197
C: -0.227 -0.964 4.386  -0.290
C: -1.032 0.067 3.628  -0.066
O: -1.027 -4.184 5.757  -0.186
C: 0.365 -4.496 5.998  -0.244
C: 1.037 -3.432 6.843  -0.069
H: -3.429 -4.621 3.085  0.115
H: -4.802 -3.954 3.963  0.117
H: -2.849 -6.050 5.043  0.067
H: -4.546 -6.304 4.619  0.076
H: -4.104 -5.281 6.003  0.081
H: 0.449 -1.496 3.715  0.109
H: 0.387 -0.475 5.146  0.111
H: -1.749 -0.411 2.961  0.081
H: -0.377 0.707 3.035  0.078
H: -1.599 0.693 4.319  0.076
H: 0.889 -4.638 5.050  0.119
H: 0.369 -5.450 6.522  0.114
H: 1.326 -2.567 6.247  0.064
H: 1.940 -3.838 7.300  0.078
H: 0.363 -3.085 7.626  0.086
O: 6.116 7.475 -0.759  -0.224
P: 4.929 6.953 -0.072  0.405
O: 4.021 8.103 0.554  -0.176
C: 3.426 9.084 -0.306  -0.270
C: 2.169 8.570 -0.982  -0.079
O: 5.439 6.278 1.307  -0.194
C: 6.820 6.028 1.548  -0.299
C: 7.424 7.109 2.420  -0.076
O: 3.842 5.879 -0.449  -0.179
C: 4.242 4.639 -1.103  -0.226
C: 4.546 3.548 -0.103  -0.096
H: 4.158 9.421 -1.045  0.112
H: 3.186 9.934 0.331  0.115
H: 2.399 7.781 -1.698  0.069
H: 1.666 9.379 -1.513  0.076
H: 1.486 8.149 -0.244  0.084
H: 7.369 5.933 0.610  0.107
H: 6.877 5.064 2.057  0.113
H: 7.251 8.095 1.987  0.077
H: 8.498 6.958 2.534  0.074
H: 6.963 7.099 3.409  0.075
H: 5.091 4.824 -1.765  0.118
H: 3.398 4.346 -1.725  0.111
H: 5.546 3.648 0.320  0.065
H: 4.488 2.579 -0.595  0.047
H: 3.832 3.573 0.718  0.082

Atoms 1-2, force components in eV/Å:
0.07 -0.30 -0.22
0.16 0.06 0.43

---

Q: Which of these has the lowest orbital gap?
A: C28H61AlCl2NO12P2